The following is a DFT calculation (ωB97M-V with the def2-TZVPD basis set) of a structure of composition C26H50GeLuN5P2SSe at a distorted geometry.

XYZ file:
```
87
C26H50GeLuN5P2SSe | the OMol25 dataset | ωB97M-V with the def2-TZVPD basis set
Lu -0.955 0.790 -1.411
C 1.353 2.014 0.813
C 1.795 0.613 0.379
N 1.226 0.177 -0.882
C 2.020 0.417 -2.117
C 1.942 1.959 -2.482
N 0.608 2.573 -2.181
C 0.510 3.785 -1.452
C -0.048 3.765 -0.015
N -0.001 2.326 0.402
H 2.007 2.787 0.415
H 1.621 2.062 1.878
H 1.495 -0.149 1.106
H 2.900 0.556 0.343
H 1.221 -0.799 -0.716
H 1.629 -0.248 -2.887
H 3.097 0.210 -1.949
H 2.153 2.019 -3.551
H 2.680 2.538 -1.876
H 0.084 2.658 -3.049
H -0.114 4.480 -2.036
H 1.510 4.284 -1.438
H -1.136 4.055 -0.042
H 0.495 4.456 0.695
H -0.784 2.030 1.025
C -3.379 -1.971 -2.061
P -1.927 -2.141 -0.961
C -2.631 -2.709 0.663
C -1.123 -3.732 -1.456
C 0.366 -3.740 -2.006
P 1.506 -3.128 -0.674
C 3.161 -3.874 -1.076
C 1.093 -4.353 0.667
H -3.966 -2.873 -2.017
H -3.105 -1.766 -3.124
H -3.883 -1.086 -1.714
H -3.098 -3.711 0.527
H -3.369 -2.061 1.135
H -1.848 -2.937 1.416
H -1.681 -4.257 -2.207
H -1.208 -4.377 -0.607
H 0.522 -3.168 -2.863
H 0.664 -4.812 -2.236
H 3.187 -4.974 -1.003
H 3.925 -3.395 -0.478
H 3.393 -3.602 -2.118
H 1.011 -5.338 0.221
H 0.195 -4.071 1.229
H 1.982 -4.303 1.279
C -3.982 0.803 -4.469
Ge -2.148 1.209 -5.158
C -1.901 0.750 -7.030
C -1.820 3.177 -5.052
C -0.949 0.314 -3.849
H -4.669 1.608 -4.749
H -3.905 0.772 -3.428
H -4.354 -0.181 -4.816
H -2.108 -0.347 -7.214
H -0.890 1.051 -7.351
H -2.608 1.240 -7.707
H -2.617 3.755 -5.459
H -0.870 3.370 -5.612
H -1.743 3.509 -4.014
H -1.130 -0.755 -3.858
H 0.076 0.271 -4.270
Se -2.949 1.153 0.169
S -0.573 0.413 6.798
C -0.104 -0.174 5.194
C 0.898 -1.128 5.050
C 1.156 -1.613 3.791
N 0.444 -1.300 2.681
C -0.504 -0.387 2.878
C -0.805 0.209 4.069
C 0.922 1.086 7.289
C 0.945 1.450 8.633
C 1.997 2.225 9.122
N 3.063 2.503 8.321
C 3.041 2.092 7.078
C 2.021 1.383 6.489
H 1.544 -1.410 5.897
H 2.018 -2.264 3.680
H -1.089 -0.095 2.012
H -1.536 0.988 4.093
H 0.070 1.180 9.231
H 1.977 2.559 10.132
H 3.909 2.435 6.507
H 2.076 1.169 5.413
```

## Properties
calculated total energy: -220119.1752 eV
energy above the lowest of the compared OMol25 structures with the same formula, charge and spin: 55.04 kJ/mol
strongest force on any atom: 3.35 eV/Å


The following is a DFT calculation (ωB97M-V with the def2-TZVPD basis set) of a structure of composition C36H28N6O2SY.

XYZ file:
```
74
C36H28N6O2SY | the OMol25 dataset | ωB97M-V with the def2-TZVPD basis set
Y -0.028 0.136 0.320
O -0.204 6.309 4.692
C -0.124 6.324 3.347
O -0.472 7.279 2.721
C 0.409 5.085 2.681
C 0.289 3.817 3.232
C 0.755 2.712 2.533
C 1.355 2.879 1.291
C 1.469 4.147 0.730
C 0.991 5.241 1.425
N 1.742 1.705 0.580
C 2.885 1.635 0.007
C 2.820 -0.884 -0.872
C 3.009 -1.650 -2.133
C 2.613 -2.926 -2.130
C 1.884 -3.450 -0.994
C 1.336 -2.565 -0.141
N 1.576 -1.194 -0.211
H 0.257 5.549 5.065
H -0.188 3.668 4.193
H 0.701 1.724 2.984
H 1.898 4.268 -0.256
H 1.043 6.235 1.001
H 3.567 2.485 0.092
H 3.474 -1.187 -2.993
H 2.764 -3.551 -3.001
H 1.658 -4.503 -0.908
H 0.618 -2.891 0.610
S -1.457 1.379 -1.521
C -2.935 0.414 -1.404
N -3.975 0.566 -2.207
N -3.933 1.483 -3.094
C -5.007 1.725 -3.980
C -4.857 2.754 -4.899
C -5.888 3.029 -5.782
C -7.056 2.281 -5.742
C -7.189 1.254 -4.815
C -6.168 0.966 -3.926
N -3.135 -0.574 -0.504
N -2.200 -0.672 0.351
C -2.153 -1.771 1.228
C -1.408 -1.558 2.393
C -1.117 -2.618 3.244
C -1.576 -3.886 2.930
C -2.336 -4.089 1.779
C -2.621 -3.044 0.918
H -3.098 2.068 -3.157
H -3.943 3.336 -4.923
H -5.778 3.830 -6.500
H -7.861 2.497 -6.430
H -8.100 0.671 -4.784
H -6.261 0.172 -3.200
H -1.172 -0.536 2.704
H -0.558 -2.448 4.154
H -1.355 -4.718 3.584
H -2.697 -5.082 1.546
H -3.179 -3.197 0.004
C 5.799 1.935 -4.037
C 4.560 2.501 -3.774
C 3.805 2.028 -2.712
C 4.273 0.997 -1.905
C 3.423 0.509 -0.770
C 4.010 -0.663 0.057
C 5.375 -1.108 -0.263
C 6.055 -0.630 -1.303
C 5.525 0.431 -2.162
C 6.273 0.910 -3.236
H 6.395 2.292 -4.867
H 4.178 3.296 -4.399
H 2.821 2.450 -2.528
H 3.720 -0.679 1.101
H 5.807 -1.862 0.382
H 7.048 -1.003 -1.524
H 7.241 0.468 -3.438
```

## Properties
net charge: +1
calculated total energy: -62694.4688 eV
energy above the lowest of the compared OMol25 structures with the same formula, charge and spin: 89.95 kJ/mol
strongest force on any atom: 0.12 eV/Å


no.,gap between HOMO and LUMO (eV)
1,6.427
2,5.943